[1]
105
Properties=species:S:1:pos:R:3:forces:R:3 method="wB97M-V/def2-TZVPD" e_tot_ha=-4049.25205 max_force_ev_per_a=2.2 total_charge=+1 e_lumo_ev=-2.89 homo_lumo_gap_ev=7.64
C -0.7400 -1.1320 7.5265 0.418 0.541 0.058
C -1.3252 0.1607 6.9512 -0.428 -0.225 0.424
C -2.1734 0.8562 8.0304 -0.010 -0.074 -0.268
C -2.2280 -0.1429 5.7581 0.168 -0.312 0.019
C -1.5152 -0.9114 4.6331 -0.660 0.334 0.425
C -1.9331 -0.6464 3.1811 1.228 -0.860 -0.007
C -3.4342 -0.5182 2.8822 -0.263 -0.355 -0.191
C -4.4618 -1.2799 3.7737 -0.153 1.011 0.402
C -5.2990 -0.2880 4.6153 -0.391 -0.628 -0.125
I -5.9049 -2.3600 2.6042 0.154 -0.170 -0.015
N -1.1466 0.5902 2.6690 0.727 0.813 0.716
P -1.5979 2.3088 3.2971 -0.887 0.349 0.447
N -0.4362 2.3313 4.5496 0.410 -0.198 -0.815
O -0.9017 3.1541 2.0991 0.268 -0.128 0.002
C -0.7335 0.4704 1.2318 -0.239 -0.960 -0.608
P -1.6889 1.4577 -0.0120 -1.245 1.082 0.281
N -3.1293 1.9490 0.3593 0.602 -0.519 0.368
C -1.0366 -1.0259 0.9475 0.487 1.071 -0.897
P 0.0808 -1.8059 -0.3930 0.773 -0.779 0.544
O 0.9901 -0.5289 -0.8590 -0.509 0.225 -0.146
I -1.4125 -2.1403 -2.2892 -0.185 0.290 0.148
C -1.1668 -1.7293 2.2925 -2.071 -0.304 -0.721
O 0.0592 -2.1904 2.9146 0.401 0.378 -0.243
C 1.0838 -1.4392 2.6766 -0.155 -0.407 0.311
N 1.9900 -0.7501 2.5103 0.202 0.344 -0.039
P -2.0702 -3.3214 1.8898 -0.184 -0.170 -0.418
N -3.1127 -3.1540 0.7832 0.523 0.042 0.143
O -2.5523 -3.7700 3.3428 0.343 -0.163 0.067
O -0.9004 -4.3380 1.5009 -0.047 -0.042 0.508
H -0.2719 -0.9007 8.4819 0.040 -0.077 0.105
H -1.5111 -1.8768 7.7120 -0.057 -0.135 -0.102
H 0.0541 -1.5263 6.8937 -0.083 -0.303 -0.082
H -0.4969 0.8077 6.6677 -0.021 0.117 -0.187
H -3.0416 1.3443 7.5897 0.013 0.243 -0.009
H -1.5983 1.5964 8.5780 0.018 0.021 0.148
H -2.5663 0.1229 8.7326 0.020 -0.035 0.124
H -3.0000 -0.7981 6.1614 -0.217 0.052 -0.052
H -2.7470 0.7511 5.4150 0.134 0.182 -0.107
H -0.4417 -0.7724 4.7664 0.128 0.021 -0.223
H -1.7008 -1.9707 4.7946 0.176 -0.125 -0.006
H -3.7172 0.5291 2.9540 0.165 0.150 0.065
H -3.6140 -0.7961 1.8448 0.090 0.027 -0.115
H -3.9831 -1.9587 4.4673 0.016 -0.437 -0.255
H -6.2626 -0.7398 4.8301 -0.068 0.007 0.138
H -5.5191 0.6188 4.0590 0.123 0.189 0.032
H -4.8492 -0.0866 5.5799 0.210 0.347 -0.034
H -0.2459 0.4553 3.1396 -0.009 -0.024 -0.010
H -0.0776 3.2789 4.6559 -0.257 0.071 0.514
H 0.3956 1.7770 4.3428 0.081 0.061 0.198
H -0.4040 3.9195 2.4191 0.143 -0.001 -0.245
H 0.3237 0.7118 1.1663 0.079 0.042 0.014
H -1.7400 0.6125 -1.1335 0.543 -0.092 -0.027
H -0.8188 2.5007 -0.3654 0.239 -0.228 -0.218
H -3.4138 1.7045 1.2990 -0.388 0.179 -0.107
H -2.0188 -1.0027 0.4792 -0.316 -0.583 0.331
H 0.5210 0.0506 -1.4774 0.262 0.093 -0.087
H -2.9153 -3.7684 0.0004 -0.397 0.077 -0.190
H -2.8742 -4.6854 3.2988 -0.343 0.141 0.239
H -0.5500 -4.7852 2.2852 0.332 -0.019 -0.203
C 1.3817 -3.4562 -4.4572 0.086 -0.155 -0.066
O 1.0967 -4.1660 -5.6353 0.068 0.172 -0.120
C -0.2316 -3.9514 -6.0769 0.095 -0.175 0.114
C -0.3855 -4.3124 -7.5360 -0.110 -0.024 -0.095
O 0.0822 -3.3163 -8.4278 0.002 0.028 0.038
C 1.4885 -3.1890 -8.5796 -0.001 0.126 -0.058
C 2.1198 -4.2866 -9.4029 0.171 -0.108 0.129
O 2.3022 -5.4553 -8.6236 -0.210 -0.031 0.000
C 2.4403 -6.6114 -9.4186 0.070 0.017 0.057
H 0.7193 -3.7680 -3.6409 0.069 0.032 0.003
H 2.4125 -3.6692 -4.1800 0.005 -0.032 -0.012
H 1.2758 -2.3747 -4.6173 -0.057 -0.001 0.079
H -0.5116 -2.8984 -5.9364 -0.030 0.000 -0.016
H -0.9064 -4.5830 -5.4791 -0.085 0.098 -0.009
H -1.4550 -4.3936 -7.7412 -0.003 0.008 -0.013
H 0.0698 -5.2826 -7.7449 0.098 0.014 0.098
H 1.9862 -3.0961 -7.6121 0.030 -0.129 0.010
H 1.6275 -2.2503 -9.1191 -0.028 0.006 -0.005
H 3.1004 -3.9451 -9.7629 -0.057 0.039 -0.110
H 1.4813 -4.5014 -10.2682 -0.005 0.036 -0.021
H 1.5390 -6.7869 -10.0174 0.036 0.009 -0.050
H 2.5855 -7.4559 -8.7484 0.020 0.008 0.018
H 3.3064 -6.5354 -10.0858 -0.026 -0.019 -0.036
C 2.9239 8.4713 -0.1905 -0.064 -0.043 0.026
O 2.7280 7.1661 -0.6892 0.177 -0.027 -0.002
C 2.6840 7.1396 -2.1064 -0.149 -0.020 0.183
C 2.9477 5.7462 -2.6263 -0.005 -0.025 -0.128
O 4.3188 5.3861 -2.6511 -0.016 -0.044 -0.001
C 4.9367 5.0764 -1.4141 0.109 0.074 -0.053
C 4.5568 3.7247 -0.8581 -0.039 0.031 0.190
O 3.2892 3.7827 -0.2153 -0.129 0.057 -0.107
C 2.6894 2.5212 -0.1012 0.004 0.051 0.065
H 2.1096 9.1396 -0.4924 0.029 0.035 -0.012
H 2.9455 8.4095 0.8955 -0.018 -0.012 0.009
H 3.8765 8.8861 -0.5380 -0.031 0.040 -0.026
H 3.4306 7.8258 -2.5227 -0.005 0.000 -0.037
H 1.6854 7.4613 -2.4338 0.060 0.058 -0.106
H 2.6337 5.7207 -3.6714 0.017 -0.003 -0.010
H 2.3520 5.0105 -2.0802 0.001 0.065 0.108
H 4.7661 5.8621 -0.6752 -0.098 -0.063 0.060
H 6.0054 5.0499 -1.6333 0.003 0.005 -0.017
H 5.3086 3.4135 -0.1209 0.049 -0.062 -0.083
H 4.5348 2.9916 -1.6729 0.015 0.000 -0.015
H 2.5016 2.0841 -1.0910 0.049 -0.096 0.041
H 1.7303 2.6658 0.4037 0.008 -0.012 0.020
H 3.3019 1.8303 0.4911 -0.040 -0.075 -0.063

[2]
16
Properties=species:S:1:pos:R:3:forces:R:3 method="wB97M-V/def2-TZVPD" e_above_lowest_kj_mol=243.3 smiles="CC1=N[C@](C)(N)C1=O" e_tot_ha=-379.99551 max_force_ev_per_a=3.8 total_charge=0 e_lumo_ev=0.32 homo_lumo_gap_ev=8.12
C 0.5537 -1.5785 -1.4596 -0.089 0.386 -0.097
C -1.0924 0.8378 2.3134 -0.067 -0.318 0.218
C 0.5176 -0.2762 -0.6949 -2.900 1.488 -1.093
C -0.6112 0.3745 0.9937 1.226 -0.248 0.780
N 1.4032 0.7245 -1.1810 1.289 0.187 -0.056
N 0.3729 -0.4228 0.7169 -0.202 0.859 1.750
C -1.0920 0.6733 -0.3635 1.079 -2.632 -2.515
O -2.1331 0.8540 -0.9077 0.180 0.574 0.591
H 2.0559 0.4312 -1.9016 -0.236 -0.322 0.139
H 1.9564 1.1937 -0.4757 -0.249 -0.023 0.225
H 1.5790 -1.9564 -1.5171 -0.012 -0.018 0.092
H -0.0781 -2.3237 -0.9813 -0.002 0.023 -0.011
H 0.2006 -1.4180 -2.4785 -0.018 -0.005 -0.018
H -2.1829 0.8551 2.3357 0.031 0.012 0.005
H -0.7378 1.8520 2.5086 0.002 -0.021 -0.068
H -0.7117 0.1797 3.0925 -0.033 0.059 0.058